## a
{
  "formula": "C4H10N2O2",
  "method": "the ωB97M-V functional and the def2-TZVPD basis",
  "symbols": ["O", "C", "C", "C", "O", "N", "C", "N", "H", "H", "H", "H", "H", "H", "H", "H", "H", "H"],
  "positions_angstrom": [[-2.44, -0.31, -0.21], [-2.01, 0.95, -0.04], [-0.55, 0.80, 0.43], [0.35, 1.76, 0.08], [1.49, 0.52, -2.28], [-0.35, -0.43, 0.94], [0.83, -1.13, 0.44], [1.09, -2.31, 1.19], [-2.63, 1.52, 0.69], [-2.04, 1.52, -0.96], [1.19, 1.46, -0.52], [0.12, 2.83, -0.19], [1.88, 0.91, -3.08], [-1.31, -0.83, 0.56], [1.71, -0.48, 0.54], [0.69, -1.35, -0.64], [0.62, -3.15, 0.89], [1.33, -2.29, 2.16]],
  "mulliken_charge": [-0.659, -0.233, 0.729, -0.791, -0.733, -0.223, -0.491, -0.498, 0.261, 0.339, 0.249, 0.315, 0.200, 0.388, 0.385, 0.371, 0.214, 0.178],
  "homo_energy_ev": -8.42,
  "homo_lumo_gap_ev": 4.448,
  "e_lumo_ev": -3.969
}

***

## b
{
  "formula": "C4H10N2O2",
  "method": "the ωB97M-V functional and the def2-TZVPD basis",
  "symbols": ["C", "N", "C", "C", "O", "N", "C", "O", "H", "H", "H", "H", "H", "H", "H", "H", "H", "H"],
  "positions_angstrom": [[-1.30, 2.28, -0.31], [-1.94, 0.95, -0.17], [-1.05, -0.11, 0.28], [-0.24, -0.79, -0.77], [-0.61, -0.92, -1.97], [0.89, -1.51, -0.53], [1.76, -1.54, 0.65], [2.17, -0.17, 0.89], [-0.31, 2.51, -0.63], [-1.89, 2.89, -1.00], [-1.30, 2.71, 0.68], [-2.27, 0.65, -1.22], [-0.38, 0.24, 1.01], [-1.61, -0.83, 0.91], [1.36, -1.91, -1.47], [2.67, -2.14, 0.30], [1.49, -2.09, 1.64], [2.57, -0.23, 1.71]],
  "mulliken_charge": [-0.912, -0.400, -0.802, 0.697, -0.696, -0.236, -0.344, -0.491, 0.350, 0.335, 0.323, 0.319, 0.374, 0.318, 0.316, 0.281, 0.276, 0.291],
  "homo_energy_ev": -9.13,
  "homo_lumo_gap_ev": 9.706,
  "smiles": "CNCC(=O)NCO",
  "e_lumo_ev": 0.572
}

***

## c
{
  "formula": "C4H10N2O2",
  "method": "the ωB97M-V functional and the def2-TZVPD basis",
  "symbols": ["O", "C", "N", "C", "C", "N", "C", "O", "H", "H", "H", "H", "H", "H", "H", "H", "H", "H"],
  "positions_angstrom": [[2.90, 0.19, 1.53], [2.44, 1.20, 1.07], [1.74, 1.26, -0.11], [1.19, 0.02, -0.64], [0.09, -0.58, 0.22], [-1.18, 0.12, -0.08], [-2.34, -0.74, -0.08], [-2.68, -1.18, -1.40], [2.52, 2.19, 1.53], [1.22, 2.08, -0.29], [0.79, 0.18, -1.64], [1.99, -0.70, -0.77], [0.31, -0.64, 1.29], [-0.06, -1.65, 0.04], [-1.37, 0.85, 0.59], [-2.14, -1.67, 0.45], [-3.25, -0.30, 0.32], [-2.20, -0.65, -2.04]],
  "mulliken_charge": [-0.520, -0.011, -0.190, -0.808, -0.420, -0.407, -0.327, -0.538, 0.347, 0.280, 0.403, 0.319, 0.392, 0.358, 0.234, 0.277, 0.294, 0.317],
  "homo_energy_ev": -9.70,
  "homo_lumo_gap_ev": 10.449,
  "smiles": "O=CNCCNCO",
  "e_lumo_ev": 0.749
}

***

## d
{
  "formula": "C4H10N2O2",
  "method": "the ωB97M-V functional and the def2-TZVPD basis",
  "symbols": ["C", "N", "C", "N", "C", "O", "C", "O", "H", "H", "H", "H", "H", "H", "H", "H", "H", "H"],
  "positions_angstrom": [[-2.72, -0.04, 0.51], [-1.64, -0.24, -0.43], [-0.32, 0.46, -0.39], [-0.25, 1.80, -0.27], [0.62, -0.45, -0.16], [0.53, -1.82, -0.11], [2.17, 0.05, -0.17], [2.95, -1.15, 0.01], [-3.60, -0.60, 0.20], [-2.45, -0.37, 1.51], [-3.01, 1.02, 0.55], [-1.53, -1.23, -0.69], [0.24, 2.14, 0.55], [-1.15, 2.25, -0.41], [1.48, -2.11, -0.07], [2.37, 0.72, 0.67], [2.44, 0.50, -1.12], [3.87, -0.92, -0.18]],
  "mulliken_charge": [-0.892, -0.362, 0.061, -0.511, 0.420, -0.580, -0.465, -0.592, 0.320, 0.280, 0.247, 0.302, 0.188, 0.271, 0.424, 0.239, 0.333, 0.317],
  "homo_energy_ev": -6.98,
  "homo_lumo_gap_ev": 7.637,
  "smiles": "CN/C(N)=C(\\O)CO",
  "e_lumo_ev": 0.654
}

***

Stability check: which of them is least stable? a.

***

## a
{
  "formula": "C4H10N2O2",
  "method": "the ωB97M-V functional and the def2-TZVPD basis",
  "symbols": ["C", "C", "C", "N", "O", "H", "H", "H", "H", "H", "H", "H", "H", "H", "N", "C", "O", "H"],
  "positions_angstrom": [[0.94, -1.66, 0.65], [0.44, -0.56, -0.25], [1.54, 0.14, -1.02], [-0.29, 0.62, 0.84], [-0.25, 2.00, 0.59], [0.14, -2.06, 1.27], [1.32, -2.49, 0.04], [1.76, -1.33, 1.28], [-0.30, -0.96, -0.93], [2.29, 0.55, -0.35], [1.13, 0.90, -1.68], [2.03, -0.58, -1.68], [0.23, 0.55, 1.72], [-0.33, 2.28, -0.34], [-2.39, 0.10, -0.54], [-2.68, 0.55, 0.59], [-3.59, 1.20, 1.03], [-2.00, 0.76, -1.21]],
  "mulliken_charge": [-1.578, 0.625, -1.316, -0.328, -0.413, 0.379, 0.405, 0.379, 0.265, 0.314, 0.333, 0.418, 0.239, 0.297, -0.584, 0.761, -0.444, 0.249],
  "homo_energy_ev": -8.38,
  "homo_lumo_gap_ev": 8.584,
  "smiles": "CC(C)NO.N=C=O",
  "e_lumo_ev": 0.205
}

***

## b
{
  "formula": "C4H10N2O2",
  "method": "the ωB97M-V functional and the def2-TZVPD basis",
  "symbols": ["C", "C", "C", "N", "C", "N", "O", "O", "H", "H", "H", "H", "H", "H", "H", "H", "H", "H"],
  "positions_angstrom": [[0.05, 0.47, -0.45], [-0.45, -0.09, 0.71], [0.99, 1.63, -0.43], [-2.05, 1.17, -0.16], [1.43, -1.22, 0.72], [1.20, -2.52, 0.44], [-2.73, 0.27, -1.06], [2.47, -0.77, 1.11], [-3.51, 0.01, -0.54], [-1.82, 1.96, -0.77], [-0.08, -0.07, -1.38], [1.92, -3.22, 0.61], [0.30, -2.83, 0.11], [-0.32, 0.41, 1.66], [-1.14, -0.92, 0.66], [0.77, 2.30, 0.40], [0.96, 2.18, -1.37], [2.01, 1.26, -0.28]],
  "mulliken_charge": [0.322, -0.589, -1.131, -0.588, 0.370, -0.369, -0.389, -0.561, 0.335, 0.260, 0.304, 0.240, 0.196, 0.291, 0.293, 0.309, 0.363, 0.344],
  "homo_energy_ev": [-6.64, -7.31],
  "homo_lumo_gap_ev": [7.307, 7.895],
  "e_lumo_ev": [0.664, 0.589]
}

***

## c
{
  "formula": "C4H10N2O2",
  "method": "the ωB97M-V functional and the def2-TZVPD basis",
  "symbols": ["C", "C", "O", "C", "N", "O", "C", "N", "H", "H", "H", "H", "H", "H", "H", "H", "H", "H"],
  "positions_angstrom": [[2.02, 0.77, -0.24], [0.79, 0.73, 0.62], [-0.42, 1.40, -0.18], [-1.16, 0.25, -0.03], [-1.49, -0.39, -1.25], [-2.27, 0.39, 0.81], [0.05, -0.57, 0.78], [0.63, -1.72, 0.16], [2.35, 1.80, -0.38], [1.81, 0.33, -1.22], [2.80, 0.19, 0.24], [0.89, 1.31, 1.54], [-2.30, -0.98, -1.18], [-1.57, 0.27, -2.01], [-2.54, 1.32, 0.77], [-0.28, -0.76, 1.80], [0.31, -2.58, 0.60], [0.39, -1.77, -0.83]],
  "mulliken_charge": [-1.308, 0.017, -0.557, 0.913, -0.580, -0.549, -0.377, -0.605, 0.353, 0.304, 0.343, 0.331, 0.228, 0.219, 0.326, 0.401, 0.247, 0.295],
  "homo_energy_ev": -8.79,
  "homo_lumo_gap_ev": 9.707,
  "smiles": "C[C@H]1O[C@](N)(O)[C@H]1N",
  "e_lumo_ev": 0.913
}

***

## d
{
  "formula": "C4H10N2O2",
  "method": "the ωB97M-V functional and the def2-TZVPD basis",
  "symbols": ["C", "C", "C", "C", "N", "N", "H", "H", "H", "H", "H", "H", "H", "H", "O", "O", "H", "H"],
  "positions_angstrom": [[0.33, -1.64, -0.79], [-0.24, 1.24, -2.16], [-0.48, -0.97, 0.28], [0.12, 1.64, -0.83], [-1.63, -0.54, 0.09], [0.41, 1.99, 0.22], [1.62, 1.68, 2.53], [-2.07, -0.11, 0.90], [0.55, -2.66, -0.48], [-0.23, -1.66, -1.71], [-0.47, 2.13, -2.75], [0.59, 0.71, -2.63], [1.28, -1.12, -0.92], [-1.12, 0.60, -2.10], [0.25, -0.97, 1.43], [-0.49, -0.59, 2.57], [-0.45, -1.37, 3.15], [2.03, 1.63, 3.19]],
  "mulliken_charge": [-1.182, -0.999, 0.612, 0.478, -0.563, -0.399, -0.255, 0.277, 0.402, 0.321, 0.346, 0.267, 0.293, 0.323, -0.141, -0.366, 0.320, 0.266],
  "homo_energy_ev": -10.37,
  "homo_lumo_gap_ev": 11.139,
  "e_lumo_ev": 0.773
}

***

Stability check: which of them is least stable? b.

***

## a
{
  "formula": "C4H10N2O2",
  "method": "the ωB97M-V functional and the def2-TZVPD basis",
  "symbols": ["C", "N", "C", "N", "O", "O", "H", "H", "H", "H", "H", "H", "C", "C", "H", "H", "H", "H"],
  "positions_angstrom": [[-0.76, -1.29, -1.75], [-0.39, -0.98, -0.37], [-0.79, 0.66, 0.18], [-0.88, 0.58, 1.58], [-0.85, -2.07, 0.45], [-1.57, 1.28, -0.50], [-1.10, -1.62, 1.28], [-1.58, 1.22, 1.94], [-0.01, 0.56, 2.08], [-0.36, -0.50, -2.39], [-1.85, -1.31, -1.84], [-0.32, -2.24, -2.03], [1.18, 1.10, -0.18], [2.15, 1.18, 0.73], [3.07, 1.74, 0.58], [1.28, 1.71, -1.08], [0.67, -0.61, -0.33], [2.12, 0.61, 1.66]],
  "mulliken_charge": [-0.889, 0.008, 0.788, -0.546, -0.437, -0.632, 0.367, 0.215, 0.190, 0.325, 0.305, 0.342, -0.561, -0.617, 0.270, 0.279, 0.414, 0.180],
  "homo_energy_ev": -8.43,
  "homo_lumo_gap_ev": 9.260,
  "e_lumo_ev": 0.826
}

***

## b
{
  "formula": "C4H10N2O2",
  "method": "the ωB97M-V functional and the def2-TZVPD basis",
  "symbols": ["C", "C", "C", "N", "C", "N", "O", "O", "H", "H", "H", "H", "H", "H", "H", "H", "H", "H"],
  "positions_angstrom": [[-0.65, 1.37, 0.68], [1.31, -0.26, -0.06], [-0.91, -1.51, -0.76], [-1.49, 1.16, -0.29], [0.04, -1.39, 0.29], [2.19, -0.03, 1.05], [-1.23, 1.94, -1.43], [0.02, -1.77, 1.44], [-2.08, 2.03, -1.87], [1.85, 0.71, 1.66], [2.27, -0.87, 1.62], [0.07, 2.17, 0.64], [-0.79, 0.77, 1.57], [1.19, 0.61, -0.70], [1.78, -0.97, -0.76], [-1.51, -0.18, -0.65], [-0.52, -1.37, -1.76], [-1.53, -2.40, -0.69]],
  "mulliken_charge": [-0.671, -0.857, -1.198, -0.207, 0.711, -0.583, -0.377, -0.591, 0.351, 0.233, 0.277, 0.454, 0.458, 0.477, 0.420, 0.377, 0.351, 0.375],
  "homo_energy_ev": -8.33,
  "homo_lumo_gap_ev": 8.424,
  "e_lumo_ev": 0.097
}

***

Stability check: which of them is least stable? a.